A structure of composition C8H14N, computed with wB97M-V/def2-TZVPD.

Geometry as XYZ:
```
23
Properties=species:S:1:pos:R:3:forces:R:3:lowdin_charge:R:1
C 2.05780 -1.47597 -0.61522 -3.374 1.462 0.173 0.197
C 0.69164 1.89608 -0.03937 0.625 1.968 -0.928 -0.119
C 0.12717 0.99933 0.92560 2.525 -0.387 -0.113 0.039
C 1.83112 0.88166 0.04750 -1.069 2.156 2.029 0.016
C -0.02291 -0.29588 0.19023 -2.056 -0.728 -0.521 -0.462
C -0.33205 -1.46615 1.11264 -0.354 2.281 -1.363 0.028
C -2.28494 0.46359 -0.35775 -0.675 2.937 -0.652 -0.077
C -1.08476 -0.23573 -0.96101 0.990 -1.018 2.011 -0.139
N 1.41439 -0.38102 -0.24252 0.329 -2.462 -1.510 -0.078
H 1.42180 -2.31199 -1.04766 1.252 0.998 1.018 0.148
H 3.09308 -1.42281 -0.48029 1.498 -0.406 -0.424 0.095
H 0.22927 2.01852 -0.99184 -0.660 -0.597 -0.839 0.110
H 0.95268 2.94611 0.16261 0.375 -0.706 0.847 0.147
H 0.07436 1.08783 2.01082 -0.037 0.158 -0.371 0.161
H 2.83304 1.24002 0.26682 -0.065 -0.643 0.060 0.156
H -1.36946 -1.35542 1.43854 0.477 -0.415 0.378 0.120
H 0.46112 -1.36430 1.77213 0.823 -0.422 2.468 0.083
H -0.11682 -2.28036 0.51014 -0.330 -2.199 -0.710 0.058
H -2.97773 -0.07908 0.26964 0.654 -0.507 0.713 0.087
H -2.99855 0.79158 -1.08568 -0.291 -0.134 -1.235 0.073
H -2.09904 1.53126 0.04926 0.246 -1.857 0.028 0.122
H -0.58314 0.10063 -1.85448 -0.591 0.655 -0.434 0.120
H -1.31808 -1.28790 -1.08014 -0.291 -0.136 -0.626 0.115
```
Positions in Å, forces in eV/Å.

Summary:
Highest occupied orbital energy = -13.09 eV
Net charge = +1
DFT total energy = -10002.310 eV
Lowest unoccupied orbital energy = -0.16965 Ha
Frontier orbital gap = 8.471 eV
Relative energy (zero: lowest compared OMol25 entry of this formula, charge and spin) = 63.86 kcal/mol